No. 1
The molecule CH4N2P2. Source: the OMol25 dataset; level of theory: ωB97M-V/def2-TZVPD.

```
9
Properties=species:S:1:pos:R:3:mulliken_charge:R:1
C -2.1839 0.0731 -0.1427 0.090
N -3.1719 -0.2579 -0.7033 -0.206
N 1.9725 -0.1318 0.0487 -0.510
P -0.8578 -0.8841 0.7184 -0.052
P 0.8223 -1.2614 -0.4796 -0.101
H -4.0214 -0.2869 -1.3086 0.320
H 2.0715 0.5858 -0.6226 0.212
H 2.8835 -0.2784 0.4202 0.224
H -0.3443 0.0562 1.3955 0.023
```

Calculated values
multiplicity = 1
net charge = 0
HOMO (alpha / beta) = -0.2485 / -0.2485 Eh
gap between HOMO and LUMO (alpha / beta) = 6.351 / 6.354 eV


No. 2
The molecule CH4N2S. Source: the OMol25 dataset; level of theory: ωB97M-V/def2-TZVPD.

```
8
Properties=species:S:1:pos:R:3:mulliken_charge:R:1
C 0.4618 0.1964 0.6849 -0.196
N -1.2325 0.4527 0.2522 -0.434
N -0.1344 -0.1079 -0.5234 -0.127
S 0.3420 0.8600 -1.9898 -0.151
H 1.0259 1.1395 0.9644 0.272
H 0.2412 -0.6642 1.3673 0.245
H -1.5049 -0.3887 0.7132 0.225
H -0.0122 -0.1946 -2.7614 0.165
```

Calculated values
multiplicity = 1
net charge = 0
HOMO = -0.3325 Eh
gap between HOMO and LUMO = 9.845 eV


No. 3
The molecule CH4N2S. Source: the OMol25 dataset; level of theory: ωB97M-V/def2-TZVPD.

```
8
Properties=species:S:1:pos:R:3:mulliken_charge:R:1
C -1.5269 -0.0248 0.0063 -0.463
N -0.2805 0.3652 -0.0736 0.272
N 0.8244 -0.3561 0.0319 -0.605
S 2.3731 0.1470 -0.0607 -0.150
H -1.9416 -1.0599 -0.0630 0.253
H -2.2589 0.6536 -0.1036 0.280
H -0.1273 1.3274 0.1001 0.262
H 2.9377 -1.0524 0.1626 0.151
```

Calculated values
multiplicity = 1
net charge = 0
HOMO (alpha / beta) = -0.2564 / -0.2570 Eh
gap between HOMO and LUMO (alpha / beta) = 7.833 / 7.847 eV


Record-wise strongest force on any atom values, in hartree/bohr: 0.0850; 0.0731; 0.0809
Record-wise energy above the lowest of the compared OMol25 structures with the same formula, charge and spin values, in kcal/mol: 64.4; 102.2; 95.9